{"formula": "C6H14O", "method": "wB97M-V/def2-TZVPD", "charge": 0, "smiles": "CC(C)C[C@@H](C)O", "e_lumo_ha": 0.0354, "max_force_ev_per_a": 0.39, "e_above_lowest_kcal_mol": 3.5, "symbols": ["C", "C", "C", "C", "C", "C", "O", "H", "H", "H", "H", "H", "H", "H", "H", "H", "H", "H", "H", "H", "H"], "coordinates": [[1.983, 0.255, 0.221], [0.879, -0.804, 0.236], [1.340, -2.072, -0.483], [-0.427, -0.295, -0.387], [-0.979, 0.982, 0.234], [-2.335, 1.364, -0.360], [-1.069, 0.759, 1.636], [2.921, -0.160, 0.608], [1.722, 1.117, 0.844], [2.174, 0.614, -0.800], [0.667, -1.053, 1.284], [2.247, -2.480, -0.021], [1.569, -1.863, -1.536], [0.569, -2.851, -0.457], [-1.193, -1.081, -0.316], [-0.267, -0.101, -1.459], [-0.262, 1.797, 0.036], [-3.124, 0.761, 0.101], [-2.358, 1.189, -1.441], [-2.571, 2.422, -0.193], [-1.449, 1.546, 2.045]], "forces_ev_per_angstrom": [[0.0234, 0.0446, 0.0134], [-0.0227, -0.0086, 0.0359], [0.0165, -0.0520, -0.0185], [-0.0145, -0.0042, -0.0356], [0.1070, 0.0204, -0.3776], [-0.0727, 0.0330, -0.0001], [-0.0944, 0.2212, 0.1936], [-0.1369, 0.0534, -0.0565], [0.0449, -0.1200, -0.0997], [-0.0414, -0.0593, 0.1282], [0.0321, 0.0137, -0.1355], [-0.1310, 0.0532, -0.0568], [-0.0393, -0.0113, 0.1405], [0.1020, 0.1163, -0.0014], [0.0931, 0.1011, 0.0042], [-0.0093, -0.0479, 0.1358], [-0.1249, -0.1209, 0.0648], [0.1238, 0.0067, -0.0870], [0.0469, 0.0585, 0.1361], [0.0386, -0.1648, 0.0418], [0.0587, -0.1332, -0.0256]]}

{"formula": "C6H14O", "method": "wB97M-V/def2-TZVPD", "charge": 0, "smiles": "C1CCCC1.CO", "e_lumo_ha": 0.0321, "max_force_ev_per_a": 5.14, "e_above_lowest_kcal_mol": 63.5, "symbols": ["C", "C", "C", "C", "C", "H", "H", "H", "H", "H", "H", "H", "H", "H", "H", "C", "O", "H", "H", "H", "H"], "coordinates": [[0.593, -1.969, 1.056], [-0.537, -1.148, 0.293], [0.205, -0.002, -0.504], [1.611, -0.524, -0.398], [1.717, -0.982, 0.984], [0.111, -2.144, 2.041], [0.808, -2.900, 0.601], [-1.274, -0.613, 0.780], [-1.136, -1.889, -0.388], [-0.039, 0.969, -0.145], [-0.126, 0.212, -1.469], [2.392, 0.158, -0.875], [1.570, -1.545, -1.035], [1.511, -0.076, 1.694], [2.627, -1.473, 1.519], [-1.388, 2.531, -0.660], [-2.239, 1.398, -0.417], [-0.986, 2.882, 0.267], [-0.523, 2.487, -1.338], [-1.996, 3.416, -0.923], [-2.900, 1.212, -1.084]], "forces_ev_per_angstrom": [[-3.4503, 2.3015, 1.3348], [0.3127, -1.9603, -3.5167], [-0.0396, -1.9065, 1.0078], [1.6514, -0.6219, -3.9940], [1.7701, 0.2579, 4.8137], [0.9815, -0.1357, -0.1860], [0.2512, -0.8133, -0.6145], [-1.3828, 0.3901, 2.1069], [1.1112, 1.4353, 0.8358], [0.8106, 0.3170, 1.6567], [-0.4771, -0.7864, -2.1979], [-0.7352, -0.9162, 0.9539], [0.4941, 2.2615, 0.8438], [0.1130, -1.4615, -1.0874], [-0.8167, 0.9654, -1.7918], [-1.6298, 1.4780, -0.3484], [1.0619, 0.3093, 0.3791], [0.2904, -0.4458, 0.9551], [-0.6102, -0.7223, -0.2354], [0.0845, -0.4355, -0.4646], [0.2090, 0.4893, -0.4510]]}

{"formula": "C6H14O", "method": "wB97M-V/def2-TZVPD", "charge": 0, "e_lumo_ha": 0.0178, "max_force_ev_per_a": 0.44, "e_above_lowest_kcal_mol": 90.4, "symbols": ["C", "C", "C", "C", "C", "C", "O", "H", "H", "H", "H", "H", "H", "H", "H", "H", "H", "H", "H", "H", "H"], "coordinates": [[-0.184, 2.898, -0.065], [1.379, -0.065, 0.636], [2.749, -0.513, 0.333], [0.387, -0.673, -0.281], [-1.003, -0.827, 0.318], [-2.058, -1.201, -0.715], [-0.869, -1.851, 1.295], [-0.293, 3.836, 0.486], [-1.178, 2.495, -0.288], [0.347, 3.088, -1.002], [0.374, 2.176, 0.540], [3.534, 0.174, 0.663], [2.953, -0.901, -0.680], [2.797, -1.385, 1.017], [0.698, -1.612, -0.775], [0.356, 0.097, -1.078], [-1.268, 0.126, 0.800], [-1.785, -2.137, -1.215], [-2.172, -0.416, -1.472], [-3.035, -1.344, -0.236], [-1.728, -1.967, 1.720]], "forces_ev_per_angstrom": [[-0.0165, 0.0053, 0.0008], [0.1592, -0.3134, -0.2591], [-0.0239, 0.1278, -0.0378], [0.0379, 0.0208, 0.1109], [-0.0166, 0.2440, -0.2406], [-0.0339, -0.0175, -0.0411], [-0.2181, -0.0855, 0.1718], [0.0086, -0.1166, -0.0919], [0.1466, 0.0763, 0.0266], [-0.0762, -0.0169, 0.1356], [-0.1213, 0.1772, -0.0936], [-0.1384, -0.1167, -0.0206], [-0.0869, 0.0341, 0.1176], [-0.0252, 0.0587, -0.0083], [0.0028, 0.1095, 0.0702], [0.0265, -0.0402, 0.0923], [0.0501, -0.1676, -0.0346], [-0.0317, 0.1261, 0.0544], [0.0402, -0.0904, 0.1154], [0.1387, 0.0213, -0.0648], [0.1782, -0.0364, -0.0030]]}

{"formula": "C6H14O", "method": "wB97M-V/def2-TZVPD", "charge": 0, "smiles": "CCCCCCO", "e_lumo_ha": 0.0370, "max_force_ev_per_a": 6.75, "e_above_lowest_kcal_mol": 44.5, "symbols": ["C", "C", "C", "C", "C", "C", "O", "H", "H", "H", "H", "H", "H", "H", "H", "H", "H", "H", "H", "H", "H"], "coordinates": [[1.131, 1.770, -1.268], [0.752, 0.396, -1.959], [-0.594, -0.158, -1.633], [-1.054, -0.747, -0.329], [-0.900, 0.234, 0.893], [0.257, -0.151, 1.861], [0.099, -1.459, 2.384], [1.623, 1.566, -0.351], [1.882, 2.159, -1.955], [0.349, 2.481, -1.313], [1.549, -0.275, -1.746], [0.826, 0.569, -3.014], [-1.305, 0.742, -1.849], [-0.798, -0.955, -2.483], [-2.067, -1.025, -0.502], [-0.609, -1.771, -0.038], [-0.673, 1.247, 0.588], [-1.796, 0.239, 1.458], [0.653, 0.494, 2.708], [1.173, -0.243, 1.246], [0.854, -1.620, 2.783]], "forces_ev_per_angstrom": [[0.8970, -1.9225, -2.4347], [0.5785, 1.6492, 1.3026], [-2.1194, -0.1230, -2.9245], [1.7959, -0.8295, 1.7063], [1.2646, -0.8467, 0.5660], [1.7533, -0.2924, -0.8275], [-6.1263, 1.0603, -2.6238], [-0.0386, 0.3646, 1.1875], [0.3258, 0.2994, 0.2411], [-0.9786, 0.5861, 0.6253], [0.7083, -0.8591, 0.3361], [-0.2988, 0.0258, -0.6994], [0.7743, -1.5835, 0.1951], [0.0541, 1.4568, 1.5903], [-1.0590, 0.1362, 0.1973], [-0.0780, 1.6035, -0.5721], [-0.2234, 0.2455, -0.3188], [-1.0343, 0.1341, 0.5624], [-1.4970, 0.1589, -0.9275], [-0.1971, 0.4205, -0.3152], [5.4986, -1.6842, 3.1336]]}

{"formula": "C6H14O", "method": "wB97M-V/def2-TZVPD", "charge": 0, "smiles": "CC(C)=C(C)C.O", "e_lumo_ha": 0.0311, "max_force_ev_per_a": 1.24, "e_above_lowest_kcal_mol": 26.9, "symbols": ["C", "C", "C", "C", "C", "C", "H", "H", "H", "H", "H", "H", "H", "H", "H", "H", "H", "H", "O", "H", "H"], "coordinates": [[-2.028, 1.005, 1.252], [-0.854, 0.185, 0.719], [-0.946, -1.256, 1.150], [0.055, 0.622, -0.140], [1.255, -0.092, -0.640], [-0.057, 1.976, -0.802], [-3.005, 0.602, 0.934], [-1.968, 2.063, 0.948], [-1.967, 0.951, 2.352], [-0.936, -1.448, 2.236], [-0.170, -1.879, 0.675], [-1.930, -1.553, 0.749], [1.615, -0.962, -0.065], [2.104, 0.591, -0.811], [0.885, -0.445, -1.617], [-0.983, 1.996, -1.402], [0.780, 2.308, -1.438], [-0.166, 2.684, 0.036], [2.550, -2.777, -1.312], [3.519, -2.670, -1.180], [2.246, -1.902, -1.643]], "forces_ev_per_angstrom": [[0.6281, 0.2651, -0.2230], [-0.6419, -0.3215, 0.5448], [0.1512, -0.2400, -0.3884], [0.5867, 1.0185, -0.0639], [0.1626, -1.0078, -0.3037], [-0.8292, 0.6697, 0.6341], [0.3611, 0.0716, 0.1101], [-0.1428, -0.4710, 0.2033], [-0.2605, 0.1023, -0.3132], [-0.0484, 0.2871, -0.3463], [-0.3944, 0.1754, 0.2630], [0.2949, -0.4380, 0.3207], [-0.3974, 0.5206, -0.0775], [-0.3915, -0.2245, 0.1012], [0.6686, -0.1665, -0.1777], [0.3359, 0.2775, 0.1320], [-0.2610, -0.4738, 0.3845], [0.0001, 0.2598, -0.6637], [0.8170, 0.8064, -0.2704], [-1.0372, -0.1134, -0.1749], [0.3982, -0.9974, 0.3091]]}

{"formula": "C6H14O", "method": "wB97M-V/def2-TZVPD", "charge": 0, "smiles": "CCCCCOC", "e_lumo_ha": 0.0402, "max_force_ev_per_a": 1.27, "e_above_lowest_kcal_mol": 31.0, "symbols": ["C", "C", "C", "C", "C", "O", "C", "H", "H", "H", "H", "H", "H", "H", "H", "H", "H", "H", "H", "H", "H"], "coordinates": [[1.710, 1.174, 1.930], [0.179, 1.524, 1.867], [-0.377, 1.326, 0.435], [-1.232, 0.092, 0.058], [-0.481, -0.635, -1.049], [-1.136, -1.818, -1.420], [-0.416, -2.529, -2.394], [2.181, 1.601, 2.822], [2.295, 1.553, 1.072], [1.897, 0.090, 1.952], [-0.352, 0.896, 2.589], [0.041, 2.570, 2.162], [-0.781, 2.237, -0.035], [0.601, 1.184, -0.004], [-2.242, 0.329, -0.306], [-1.372, -0.592, 0.901], [-0.368, 0.037, -1.921], [0.541, -0.851, -0.686], [-0.292, -1.942, -3.318], [-0.981, -3.435, -2.623], [0.586, -2.813, -2.032]], "forces_ev_per_angstrom": [[-0.2193, 0.0702, 0.1290], [0.2500, -0.0570, 0.1182], [0.5024, 0.0135, -0.1523], [0.1517, -0.0380, 0.0589], [0.1330, 0.1925, 0.1018], [-0.0831, -0.0191, 0.0443], [0.1037, -0.1951, -0.2084], [-0.1560, -0.1234, -0.0206], [-0.5092, 0.0637, 0.2465], [-0.2592, 0.2418, 0.0120], [0.0044, 0.1612, 0.0186], [0.0348, -0.1919, 0.0965], [0.0146, -0.2313, 0.5109], [-0.0918, -0.0302, -1.2666], [0.2915, 0.1961, 0.1708], [0.1361, 0.0849, -0.0068], [-0.0340, -0.1364, 0.1159], [-0.1402, -0.1116, -0.1019], [-0.0410, -0.0616, 0.1449], [0.0916, 0.1160, 0.0147], [-0.1799, 0.0558, -0.0264]]}